55
Properties=species:S:1:pos:R:3:lowdin_charge:R:1 method="wB97M-V/def2-TZVPD" homo_lumo_gap_ev=9.16 de_lowest_ev=2.678 e_lumo_ha=0.0160 homo_energy_ev=-8.723
C -4.884 -1.637 1.519 -0.06
C -3.532 -1.684 0.878 -0.29
C -2.444 -1.066 1.484 -0.03
C -1.186 -1.112 0.913 0.00
C -1.002 -1.778 -0.293 -0.24
N 0.290 -1.828 -0.888 0.01
C 1.331 -2.504 -0.125 -0.02
C 2.060 -1.536 0.822 -0.48
O 2.003 -1.647 2.030 0.05
N 2.709 -0.555 0.178 0.09
C 3.442 0.476 0.871 -0.11
C 4.939 0.406 0.533 -0.31
C 5.743 1.494 1.275 -0.12
C 6.511 2.201 0.156 -0.15
C 5.619 1.922 -1.053 -0.20
O 5.145 0.608 -0.858 -0.10
C 0.629 -1.245 -2.052 -0.43
O 1.745 -1.328 -2.530 0.06
C -0.457 -0.433 -2.775 -0.01
N -1.180 0.414 -1.884 -0.20
N -0.617 1.252 -1.051 0.08
N -1.553 1.796 -0.362 0.10
C -2.715 1.261 -0.801 -0.39
C -3.999 1.575 -0.263 -0.48
C -4.274 2.399 0.794 -0.11
C -5.648 2.459 1.086 -0.18
C -6.393 1.685 0.251 -0.41
S -5.435 0.862 -0.912 1.05
N -2.490 0.385 -1.777 0.18
C -2.075 -2.421 -0.896 -0.02
C -3.328 -2.365 -0.315 -0.04
H -5.668 -1.805 0.785 0.07
H -4.958 -2.412 2.282 0.09
H -5.049 -0.676 2.002 0.07
H -2.582 -0.531 2.412 0.12
H -0.353 -0.623 1.391 0.12
H 2.049 -2.927 -0.833 0.13
H 0.873 -3.297 0.468 0.14
H 2.809 -0.582 -0.828 0.12
H 3.291 0.323 1.942 0.13
H 3.046 1.454 0.577 0.13
H 5.301 -0.604 0.759 0.15
H 6.402 1.066 2.026 0.11
H 5.060 2.186 1.768 0.11
H 6.647 3.264 0.339 0.11
H 7.486 1.737 0.009 0.11
H 6.146 1.944 -2.007 0.12
H 4.782 2.635 -1.089 0.12
H -1.180 -1.088 -3.266 0.14
H 0.059 0.168 -3.530 0.14
H -3.505 2.928 1.327 0.11
H -6.066 3.051 1.881 0.10
H -7.457 1.549 0.248 0.06
H -1.927 -2.961 -1.820 0.12
H -4.159 -2.856 -0.798 0.12